# 1
{"formula": "C5H13N5", "method": "the ωB97M-V functional and the def2-TZVPD basis", "symbols": ["H", "C", "C", "H", "N", "N", "H", "H", "H", "H", "N", "N", "H", "H", "C", "H", "H", "H", "C", "H", "C", "H", "N"], "xyz": [[-3.48896, -3.30079, 9.47986], [-1.23724, 0.14021, -2.29418], [-1.20910, 0.97913, -3.30793], [-4.21114, -3.12525, 7.97111], [1.96409, 1.13224, -3.14975], [2.67105, 1.28175, -0.88687], [4.71542, 1.22833, -1.06526], [-1.49443, -1.32959, -0.96856], [3.91610, -0.15636, -1.85997], [2.93411, 0.97076, -3.40867], [-4.28973, -2.89986, 8.97161], [-1.26120, -0.38086, -1.21825], [0.92674, 2.03774, -1.53576], [-0.56813, 1.42801, -5.15163], [3.87517, 0.53472, -1.01225], [-4.30183, -1.87841, 9.10135], [3.99241, -0.02825, -0.08626], [-2.16040, 1.41623, -3.58290], [1.83416, 1.49810, -1.77811], [1.60792, 1.29999, -5.15401], [1.13059, 1.22670, -4.18118], [-5.16113, -3.29967, 9.35068], [-0.18449, 1.22514, -4.23307]], "atomic_forces_ev_per_a": [[-0.2, 0.1, -0.1], [0.5, 0.0, 0.2], [-0.9, 0.3, 0.1], [0.0, 0.1, 0.2], [0.5, -0.3, -0.5], [-0.5, 0.3, 0.3], [0.0, 0.0, 0.0], [-0.1, -0.2, -0.3], [0.0, -0.1, 0.0], [-0.2, 0.1, -0.2], [-0.1, 0.0, 0.1], [0.1, 0.2, 0.5], [-0.1, 0.1, -0.2], [0.3, -0.1, 0.0], [0.5, -0.2, 0.0], [0.0, -0.3, 0.0], [0.1, -0.1, -0.1], [0.1, 0.1, 0.1], [-0.9, 0.1, 0.5], [0.0, -0.1, 0.1], [-0.1, 0.0, -0.1], [0.2, 0.1, -0.1], [0.7, 0.0, -0.4]], "relative_energy_ev": 0.000, "total_charge": 2, "largest_force_ha_per_bohr": 0.019, "homo_lumo_gap_ev": 8.157, "e_homo_ev": -13.992}

***

# 2
{"formula": "C25H43F3O3P2PtS", "method": "the ωB97M-V functional and the def2-TZVPD basis", "symbols": ["H", "H", "O", "H", "H", "H", "H", "C", "H", "H", "C", "C", "H", "O", "C", "H", "C", "C", "F", "H", "O", "C", "C", "H", "H", "H", "H", "H", "H", "S", "H", "C", "H", "C", "C", "C", "H", "H", "H", "H", "H", "H", "H", "C", "C", "H", "H", "F", "H", "P", "H", "H", "H", "C", "H", "H", "C", "H", "H", "H", "C", "C", "C", "C", "Pt", "H", "C", "H", "H", "H", "C", "F", "P", "H", "C", "C", "H", "C"], "xyz": [[3.18917, 0.13055, -0.29426], [1.70860, -1.56877, -7.03697], [-0.97914, 2.44322, 0.44673], [1.62453, -3.92210, -1.43426], [3.40496, 1.50614, -3.13936], [-0.88375, 2.03680, -6.62890], [2.01680, 0.60975, -4.07933], [1.30804, -1.22425, -4.92582], [-2.13654, 0.88900, -0.02141], [0.72853, 0.82758, 2.47844], [-0.42842, -1.95624, -6.65350], [-0.58078, -1.16047, 0.78686], [-2.32880, -1.75788, -5.52217], [-0.51168, 4.85382, 0.30753], [-1.67540, -0.90883, 1.74260], [3.58762, -1.40518, 0.51405], [-1.38442, 2.39716, -2.89019], [1.70028, 2.36832, -0.11814], [-2.28160, 2.87863, 3.03757], [1.31685, 3.38328, 0.02651], [-2.84951, 4.04167, 0.31530], [0.97367, 1.20966, -5.91758], [0.07118, 2.89053, -2.59175], [1.05874, -0.79126, 3.10877], [-1.61238, -2.99253, -1.96630], [3.32595, -1.36650, -1.24690], [-3.59551, 0.11129, -0.67556], [2.89149, 3.22653, -3.15323], [1.40810, -2.98905, -6.08025], [-1.46517, 3.81660, 0.68889], [-1.58296, 2.49000, -3.96739], [0.76014, -0.75313, 1.00829], [1.73612, 1.24129, -6.71110], [-3.46832, 0.00816, -3.28386], [1.55467, -1.23706, -0.07207], [1.07048, -1.95076, -6.22428], [-2.13918, -3.42896, -0.32653], [-3.93305, -0.69556, -2.58003], [-0.54285, -1.51714, -7.65304], [-2.64952, -1.89154, -1.03549], [0.51513, 3.22683, -3.54406], [2.77952, 2.31365, 0.06781], [1.18347, 1.68450, 0.56169], [1.24191, -2.99824, -1.90739], [0.72934, -2.07100, -0.87780], [3.69372, 2.51381, -1.71662], [-1.49402, -1.44644, 2.68730], [-1.79981, 5.02576, 3.05713], [-3.27006, -0.56359, -4.19487], [-1.95008, 0.67181, -2.45120], [0.47853, -3.28413, -2.63931], [-3.32489, 1.86554, -0.82486], [-2.34678, 0.69717, -5.47734], [-0.44468, 1.03596, -6.51660], [-4.18155, 0.80949, -3.49572], [-0.74388, -3.00418, -6.72045], [-2.83902, 0.88242, -0.85104], [-2.64493, -1.23437, 1.35088], [-1.74458, 0.15823, 2.00310], [-0.39083, 0.61590, -7.52698], [2.98621, -0.95274, -0.28933], [-1.43828, 3.82979, 2.55251], [1.24301, -0.11955, 2.25204], [-0.60797, -1.95013, -0.40086], [-0.43335, -0.61397, -4.00415], [1.98522, -1.70239, -4.20672], [-1.80758, -2.59444, -0.96408], [2.09064, -2.56208, -2.44457], [1.03601, 2.20967, -5.45552], [-2.09583, 3.06228, -2.37967], [2.99026, 2.32498, -2.53771], [-0.18146, 3.53147, 2.98782], [1.36760, 1.80926, -1.81947], [2.32238, 0.06616, 2.19980], [-1.38122, 0.21315, -5.66782], [-1.37393, -1.25014, -5.71605], [0.02806, 3.76490, -1.92255], [1.31378, 0.21592, -4.83360]], "atomic_forces_ev_per_a": [[0.0, -0.4, 0.2], [-0.2, 0.1, 0.3], [0.2, 0.3, -0.2], [-0.2, 0.3, -0.1], [0.1, 0.4, 0.0], [0.1, -0.3, -0.1], [-0.7, -0.3, -0.4], [1.3, 1.5, -1.1], [-0.2, 0.1, -0.2], [0.0, -0.2, -0.1], [0.2, -0.7, -0.3], [-0.1, -0.1, 0.2], [0.4, 0.1, 0.2], [-0.3, -0.9, -0.1], [-0.5, 0.0, 0.0], [0.0, 0.2, -0.2], [-0.7, 0.2, -0.1], [0.0, -1.2, 0.4], [0.7, 0.6, -0.3], [-0.2, 0.0, -0.1], [0.9, -0.4, 0.0], [-0.1, 0.4, 0.2], [-0.7, -0.5, -0.6], [0.0, 0.2, -0.2], [-0.1, 0.0, 0.2], [0.0, 0.1, 0.3], [0.2, 0.1, -0.3], [-0.1, -0.2, 0.1], [-0.2, 0.3, -0.1], [-0.3, 0.6, 0.5], [0.1, 0.1, 0.2], [0.2, -0.1, 0.2], [-0.1, -0.3, 0.2], [-0.2, 0.3, -0.7], [-0.3, 0.0, 0.1], [-0.1, -0.6, -0.3], [0.1, 0.2, -0.1], [0.2, 0.4, -0.1], [0.0, -0.2, 0.1], [0.2, -0.2, 0.2], [-0.1, -0.2, 0.4], [-0.3, 0.0, -0.1], [0.0, 0.7, 0.0], [0.1, -0.2, -0.3], [0.0, 0.2, 0.3], [-0.3, 0.0, -0.3], [0.0, 0.1, -0.2], [0.4, -1.2, -0.5], [-0.2, 0.4, 0.2], [-0.4, -0.3, 0.4], [0.1, 0.0, 0.2], [0.1, -0.1, -0.2], [0.5, -0.2, 0.3], [0.1, 0.5, -0.1], [-0.1, -0.1, 0.0], [0.0, 0.3, -0.2], [0.6, -0.3, 0.7], [0.2, 0.1, 0.1], [0.1, -0.2, 0.0], [0.0, -0.1, 0.2], [0.4, -0.1, -0.2], [-0.2, 0.4, 0.5], [0.4, 0.2, 0.2], [0.1, -0.1, 0.2], [-0.4, 0.4, 4.1], [-0.4, 0.0, -0.3], [-0.3, -0.2, -0.3], [-0.1, -0.2, 0.2], [-0.1, -0.3, -0.2], [0.2, 0.0, -0.1], [0.1, -0.7, -0.4], [-0.8, 0.2, -0.2], [0.7, 2.4, 0.6], [-0.3, 0.0, 0.1], [-1.0, -1.6, -1.5], [-0.4, 1.7, -1.5], [0.1, -0.2, 0.1], [1.6, -1.0, -0.2]], "multiplicity": 5, "relative_energy_ev": 0.000, "total_charge": 2, "largest_force_ha_per_bohr": 0.080, "homo_lumo_gap_ev": [7.093, 4.691], "e_homo_ev": [-14.059, -14.271]}

***

# 3
{"formula": "C5H8N2", "method": "the ωB97M-V functional and the def2-TZVPD basis", "symbols": ["H", "N", "H", "C", "C", "N", "C", "H", "H", "H", "H", "H", "C", "C", "H"], "xyz": [[1.02669, 0.56155, 2.53674], [-1.27982, -0.57338, -0.39115], [-3.30520, -0.29304, -0.35432], [-0.32103, -0.40907, -1.20225], [1.84772, 0.54102, 1.80940], [2.11641, 0.40413, -0.80816], [1.40291, 0.97931, 0.43627], [1.14694, 2.04147, 0.37685], [2.25860, -0.47133, 1.78052], [-2.70590, -0.76912, -1.97362], [2.62629, 1.22149, 2.17385], [-0.39161, -0.53506, -2.29406], [-2.58546, -0.91867, -0.89084], [0.90520, 0.12872, -0.61453], [-2.80700, -1.96012, -0.63710]], "atomic_forces_ev_per_a": [[0.1, 0.0, -0.2], [0.2, 0.1, -0.3], [0.0, -0.1, -0.2], [-0.2, 0.0, 0.3], [0.0, -0.1, 0.0], [-0.5, 0.0, 0.0], [0.1, 0.2, 0.2], [0.2, -0.2, -0.1], [-0.1, 0.1, 0.0], [0.1, -0.1, 0.1], [-0.1, -0.2, 0.0], [0.0, 0.0, 0.2], [-0.2, -0.1, -0.1], [0.3, 0.2, 0.1], [0.0, 0.1, 0.0]], "relative_energy_ev": 2.719, "total_charge": 0, "largest_force_ha_per_bohr": 0.010, "homo_lumo_gap_ev": 9.881, "e_homo_ev": -9.576}

***

no.,E (Ha)
1,-471.46796
2,-2703.14684
3,-304.73557